98
Properties=species:S:1:pos:R:3:forces:R:3 method="wB97M-V/def2-TZVPD" smiles="CCOC(=O)C(F)(F)F.CCOC(=O)C(F)(F)F.CCOC(=O)C(F)(F)F.CCOC(=O)C(F)(F)F.CCOC(=O)C(F)(F)F.CCOC(=O)C(F)(F)F.CCOC(=O)C(F)(F)F" e_homo_ha=-0.407 e_tot_ev=-115327.7805 gap_ev=10.854 spin_multiplicity=1 largest_force_ev_per_a=12.13 relative_energy_kj_mol=1061.8
C 0.439 0.330 -1.223 1.65 -2.10 0.03
C -0.386 1.261 -0.276 8.59 3.95 -7.61
O -0.986 2.189 -1.228 0.02 0.12 0.62
C -1.693 3.224 -0.779 0.26 -0.23 0.74
O -2.025 3.386 0.368 0.07 0.39 -1.32
C -1.971 4.194 -2.014 -3.00 -0.57 0.38
F -3.202 4.889 -1.759 2.55 -1.40 -0.61
F -1.037 5.084 -2.223 0.20 0.09 0.09
F -2.142 3.440 -3.139 0.08 1.09 1.12
H 0.995 0.867 -2.032 -0.32 0.03 1.07
H -0.251 -0.267 -1.789 -0.66 -0.28 -0.31
H 1.223 -0.572 -0.840 -2.14 2.95 -0.15
H 0.285 1.696 0.460 0.59 1.39 -0.56
H -0.890 0.863 0.353 -7.91 -5.46 6.60
C -6.665 3.254 1.646 0.50 5.47 -1.29
C -5.276 3.070 2.314 2.13 -0.67 -2.20
O -5.348 2.956 3.693 -2.35 1.38 3.67
C -4.299 2.626 4.439 0.02 -0.07 -2.75
O -3.323 2.231 3.895 1.96 -0.71 0.35
C -4.431 2.850 5.940 2.24 0.38 -2.05
F -3.314 2.381 6.568 -0.70 1.16 -0.33
F -4.652 4.150 6.073 0.66 0.75 1.04
F -5.417 2.216 6.392 -3.18 -1.95 1.85
H -7.488 2.543 1.746 0.75 -0.28 0.35
H -6.571 3.576 0.434 0.05 -1.13 3.44
H -6.971 4.276 2.155 -0.29 -1.87 -1.21
H -4.281 3.743 2.066 -3.03 -1.28 0.04
H -5.054 2.080 2.033 1.30 -1.25 -0.92
C 3.432 -3.361 -0.448 -0.72 -5.48 -1.19
C 2.819 -4.847 -0.176 2.81 -0.58 0.59
O 2.735 -5.411 -1.523 -0.67 -2.24 -0.36
C 2.329 -6.698 -1.773 -0.35 -2.15 5.22
O 2.098 -7.623 -0.888 1.24 4.96 -4.76
C 2.141 -6.916 -3.294 -1.83 0.13 -1.17
F 1.670 -5.740 -3.893 1.08 -1.80 0.86
F 3.237 -7.343 -3.930 -0.35 0.64 0.50
F 1.174 -7.854 -3.504 0.99 0.97 0.38
H 2.702 -2.857 -1.077 0.42 0.33 0.05
H 4.308 -3.856 -1.000 -0.62 2.21 0.73
H 3.569 -3.005 0.527 0.73 1.19 0.97
H 1.932 -5.015 0.338 -2.36 0.54 0.32
H 3.470 -5.508 0.568 -0.38 1.33 -2.07
C 3.123 4.861 -0.941 -0.83 1.47 3.03
C 3.263 3.546 -0.122 -0.67 -0.11 -2.37
O 2.453 3.589 1.118 1.58 -1.06 -0.11
C 2.628 2.466 1.890 -0.86 1.09 -0.55
O 3.227 1.485 1.587 0.03 0.06 0.38
C 1.792 2.672 3.217 -0.01 0.83 -0.44
F 0.660 3.332 2.861 0.80 -0.44 0.82
F 1.446 1.537 3.823 0.29 0.30 -0.35
F 2.512 3.414 4.109 -0.77 -0.51 -0.82
H 2.971 5.804 -0.309 0.53 -1.39 -0.31
H 2.243 4.859 -1.485 -2.02 -0.32 -1.14
H 3.850 5.145 -1.657 1.41 -0.49 -0.40
H 4.353 3.422 0.028 -0.84 -0.61 0.60
H 2.790 2.724 -0.818 1.31 1.17 1.65
C -2.761 -1.587 0.174 -1.79 -0.55 1.18
C -3.085 -2.088 -1.178 -0.13 -1.69 0.28
O -2.918 -1.095 -2.109 -0.66 2.03 -3.07
C -3.307 -1.340 -3.378 -0.52 -1.26 -0.94
O -3.676 -2.398 -3.894 0.93 2.61 2.42
C -3.128 -0.053 -4.331 -1.04 -2.39 0.05
F -1.867 0.352 -4.268 -0.28 0.24 -0.50
F -3.406 -0.690 -5.545 0.55 2.74 1.06
F -3.949 1.014 -4.082 0.99 -1.65 -0.68
H -3.382 -0.666 0.358 1.26 -0.41 -0.21
H -1.702 -1.564 0.405 -0.13 0.33 0.44
H -3.388 -2.330 0.753 1.53 0.57 0.39
H -4.107 -2.388 -1.039 -0.84 -0.14 -1.04
H -2.538 -2.941 -1.575 0.18 -0.38 0.66
C 4.250 -3.001 -4.078 0.98 3.19 2.86
C 4.656 -1.858 -5.055 2.91 -0.63 0.69
O 4.302 -0.618 -4.484 -0.28 3.28 -0.82
C 4.779 0.575 -5.185 -1.62 -4.72 1.99
O 5.378 0.471 -6.182 0.88 1.12 -1.11
C 4.254 1.781 -4.443 -1.79 2.04 1.72
F 3.379 2.481 -5.162 0.41 0.23 -1.66
F 3.473 1.463 -3.389 1.09 -0.73 0.51
F 5.190 2.653 -4.015 0.08 -0.94 -0.39
H 3.257 -2.832 -3.669 -0.68 0.03 -0.92
H 4.742 -2.939 -3.033 0.29 -0.57 -2.04
H 4.302 -3.886 -4.622 0.27 -1.86 -0.33
H 4.090 -2.190 -5.936 0.46 1.19 -0.46
H 5.863 -1.660 -5.229 -3.01 -1.60 -0.05
C -2.086 -1.218 6.670 2.47 -0.98 -0.07
C -1.877 -0.736 5.156 -1.50 -4.21 1.84
O -0.614 -1.303 4.901 4.37 0.08 -3.64
C 0.066 -1.081 3.634 -8.17 2.50 -0.79
O -0.569 -0.458 2.695 4.12 -3.12 4.38
C 1.376 -1.809 3.547 1.26 -1.97 -2.04
F 2.307 -1.164 4.200 0.31 -0.07 0.89
F 1.366 -3.150 3.837 -0.65 1.34 1.37
F 1.760 -1.882 2.261 -0.12 1.05 -0.57
H -1.197 -0.906 7.316 -1.41 0.65 -0.76
H -1.844 -2.371 6.825 -1.46 2.09 -0.95
H -3.053 -0.859 7.020 0.17 -0.36 0.37
H -1.888 0.308 5.034 -0.33 1.22 -0.44
H -2.643 -1.393 4.594 0.93 1.80 0.25